(1)
C4H10Cl3PSi | ωB97M-V/def2-TZVPD

Lowest unoccupied orbital energy in eV: -0.739
Kohn-Sham gap in eV: 7.81
Energy relative to the best compared isomer or geometry (same formula, charge and spin) in kcal per mole: 42.0
Total charge: 0
Maximum force in eV/Å: 3.28

Last column: natural (NBO) charge in e.
Element x y z (Å)
P (0.980, -0.408, 1.132)  0.580
Cl (0.438, -2.192, 1.977)  -0.284
H (-1.868, 0.651, 1.238)  0.207
H (-0.577, -2.220, -0.837)  0.214
H (-1.388, -1.118, -1.653)  0.208
H (0.664, 1.190, -1.386)  0.216
C (-0.323, 1.164, -0.877)  -0.622
Cl (4.300, 0.394, 1.816)  -0.450
Si (2.817, 1.458, 0.815)  0.786
H (0.366, -1.162, -1.664)  0.206
Cl (3.443, 1.492, -1.081)  -0.425
H (0.215, 0.261, 2.073)  -0.022
C (-0.512, -1.243, -1.114)  -0.632
C (-1.883, -0.172, 0.544)  -0.632
C (-0.529, -0.187, -0.085)  -0.221
H (-2.685, -0.067, -0.236)  0.217
H (-2.172, -1.053, 1.071)  0.224
H (-1.016, 1.346, -1.644)  0.222
H (-0.269, 1.864, -0.090)  0.209

(2)
C6H7FO | ωB97M-V/def2-TZVPD

Lowest unoccupied orbital energy in eV: -0.006
Kohn-Sham gap in eV: 9.79
Energy relative to the best compared isomer or geometry (same formula, charge and spin) in kcal per mole: 23.5
Total charge: 0
Maximum force in eV/Å: 4.18

Last column: natural (NBO) charge in e.
Element x y z (Å)
C (0.038, -0.474, 0.650)  -0.370
C (-0.515, -1.705, -0.217)  -0.569
H (0.249, -2.394, -0.165)  0.206
C (-1.048, 0.574, 0.448)  0.546
C (0.808, 1.463, -0.540)  -0.135
H (-1.134, 2.432, -0.617)  0.232
F (2.308, 0.271, 0.996)  -0.363
H (1.627, -0.466, -0.711)  0.179
H (-1.388, -2.103, 0.271)  0.233
O (-2.231, 0.423, 0.832)  -0.545
C (-0.499, 1.605, -0.383)  -0.298
H (-0.741, -1.253, -1.282)  0.207
H (1.232, 2.281, -1.097)  0.236
C (1.233, 0.124, 0.077)  0.177
H (0.060, -0.779, 1.739)  0.263

(3)
F3NOS2 | ωB97M-V/def2-TZVPD

Lowest unoccupied orbital energy in eV: -1.301
Kohn-Sham gap in eV: 10.26
Energy relative to the best compared isomer or geometry (same formula, charge and spin) in kcal per mole: 24.4
Total charge: 0
Maximum force in eV/Å: 4.27

Last column: natural (NBO) charge in e.
Element x y z (Å)
N (0.170, -0.372, -0.542)  -1.098
F (1.229, 1.868, 0.322)  -0.536
F (2.742, -0.049, -0.142)  -0.540
O (-2.111, 0.506, 0.311)  -0.787
S (1.247, 0.539, -0.838)  1.720
F (-2.070, -1.963, 0.152)  -0.512
S (-1.207, -0.530, 0.737)  1.754

(4)
C2H10N3OP | ωB97M-V/def2-TZVPD

Lowest unoccupied orbital energy (spin up / spin down) in eV: 0.469 / 0.469
Kohn-Sham gap (spin up / spin down) in eV: 7.51 / 7.51
Energy relative to the best compared isomer or geometry (same formula, charge and spin) in kcal per mole: 115.1
Total charge: 0
Maximum force in eV/Å: 3.46

Last column: natural (NBO) charge in e.
Element x y z (Å)
H (0.244, 0.251, -0.425)  0.431
N (-0.026, 0.177, 1.615)  -0.859
N (3.596, -0.781, 0.218)  -1.243
H (-2.414, -0.516, 0.182)  0.206
O (1.608, 0.340, -0.831)  -1.109
C (-0.973, 1.746, -0.031)  -0.402
H (4.386, -1.022, 0.875)  0.412
H (3.763, -1.483, -0.588)  0.415
P (2.665, 0.614, 0.162)  1.493
H (-0.214, 2.515, 0.427)  0.233
H (0.110, -0.809, 1.760)  0.300
H (-2.003, 1.915, 0.352)  0.212
N (-0.542, 0.393, 0.199)  -0.271
H (-1.206, -1.656, -0.359)  0.222
H (-0.844, 1.803, -1.061)  0.197
C (-1.485, -0.598, -0.411)  -0.450
H (-1.834, -0.501, -1.471)  0.212

(5)
C3H6N2S | ωB97M-V/def2-TZVPD

Lowest unoccupied orbital energy in eV: 0.776
Kohn-Sham gap in eV: 9.86
Energy relative to the best compared isomer or geometry (same formula, charge and spin) in kcal per mole: 54.4
Total charge: 0
Maximum force in eV/Å: 3.75

Last column: natural (NBO) charge in e.
Element x y z (Å)
H (-0.254, -0.774, -1.195)  0.218
C (0.050, -0.354, -0.270)  -0.141
N (-0.840, -1.684, 1.426)  -0.227
H (1.218, 0.988, -1.475)  0.225
S (-2.013, -0.450, 1.489)  0.312
H (1.894, 1.060, 0.024)  0.227
C (-1.024, 0.605, 0.300)  -0.543
C (1.306, 0.351, -0.607)  -0.624
H (-1.714, 1.035, -0.398)  0.238
H (-0.656, 1.243, 1.044)  0.220
H (2.006, -0.501, -0.933)  0.228
N (0.026, -1.520, 0.596)  -0.132

(6)
C2H4ClN3 | ωB97M-V/def2-TZVPD

Lowest unoccupied orbital energy (spin up / spin down) in eV: 0.723 / 0.778
Kohn-Sham gap (spin up / spin down) in eV: 8.32 / 8.45
Energy relative to the best compared isomer or geometry (same formula, charge and spin) in kcal per mole: 44.8
Total charge: 0
Maximum force in eV/Å: 4.09

Last column: natural (NBO) charge in e.
Element x y z (Å)
N (0.209, 0.885, 0.125)  -0.635
N (-0.146, -1.773, 0.503)  -0.024
Cl (-2.395, 0.495, -0.277)  -0.047
C (0.833, -0.104, -0.759)  -0.117
H (1.840, -0.051, -0.809)  0.214
H (-0.984, 0.398, 1.745)  0.192
H (0.692, 1.446, 0.799)  0.406
H (0.278, -0.264, -1.780)  0.226
N (0.618, -1.457, -0.278)  -0.127
C (-0.945, 0.427, 0.731)  -0.087

(7)
C8H16N4 | ωB97M-V/def2-TZVPD

Spin multiplicity: 3
Lowest unoccupied orbital energy (spin up / spin down) in eV: -6.352 / -9.534
Kohn-Sham gap (spin up / spin down) in eV: 6.16 / 7.48
Energy relative to the best compared isomer or geometry (same formula, charge and spin) in kcal per mole: 0.0
Total charge: +2
Maximum force in eV/Å: 8.20

Last column: natural (NBO) charge in e.
Element x y z (Å)
H (1.937, -0.787, -2.475)  0.436
H (4.138, 1.084, 1.514)  0.263
H (-3.999, -1.598, -1.339)  0.397
C (3.351, -0.990, 1.068)  -0.381
H (4.411, 0.589, -0.154)  0.250
N (-3.079, -1.796, -1.091)  -0.666
H (0.298, 2.292, 0.768)  0.232
C (-2.284, -0.848, -0.490)  -0.132
H (3.619, -1.888, 0.342)  0.247
H (-4.323, -0.101, 1.117)  0.475
N (2.320, -0.477, -1.583)  -0.719
N (0.454, 0.669, -0.688)  -0.564
C (-1.484, 1.337, 0.626)  -0.299
H (-2.678, -2.675, -1.238)  0.428
N (-3.934, 0.648, 0.391)  -0.744
H (-1.805, 2.033, 1.260)  0.236
C (-0.189, 1.494, 0.284)  0.022
C (1.654, 0.089, -0.571)  0.564
H (3.168, -0.988, -1.345)  0.427
H (-1.307, -1.153, -0.481)  0.202
H (1.635, 0.613, 1.573)  0.273
H (3.227, -1.191, 2.146)  0.272
H (-4.035, 1.638, 0.658)  0.463
C (2.302, 0.126, 0.756)  -0.339
H (-4.552, 0.669, -0.466)  0.454
H (-0.271, 0.525, -1.400)  0.438
C (-2.436, 0.359, 0.113)  0.144
C (3.861, 0.328, 0.704)  -0.377

(8)
C16H23BF4NRu | ωB97M-V/def2-TZVPD

Lowest unoccupied orbital energy (spin up / spin down) in eV: -6.780 / -6.870
Kohn-Sham gap (spin up / spin down) in eV: 4.38 / 4.04
Energy relative to the best compared isomer or geometry (same formula, charge and spin) in kcal per mole: 21.9
Total charge: +1
Maximum force in eV/Å: 2.79

Last column: Löwdin charge in e.
Element x y z (Å)
H (2.273, -3.037, 2.112)  0.104
C (-1.768, 0.909, -3.632)  0.050
H (-2.482, 1.463, -4.223)  0.135
C (-2.109, 0.469, 2.747)  0.010
F (0.981, 3.455, -1.094)  0.210
F (2.874, 2.220, -1.534)  0.217
H (0.700, 1.536, 3.030)  0.099
C (-0.239, -2.231, 0.955)  -0.294
C (0.829, -1.555, 1.664)  -0.269
H (2.066, 0.442, 3.123)  0.085
C (0.276, -0.452, 2.341)  -0.283
H (0.807, -3.603, -0.325)  0.080
C (1.144, -1.202, -2.852)  0.009
H (-1.914, 2.426, -0.769)  0.096
C (-0.081, -0.376, -2.914)  -0.230
H (-3.248, -2.559, 1.654)  0.106
B (2.093, 2.850, -0.648)  -0.997
H (0.960, -2.103, -2.264)  0.082
H (-0.044, -4.335, 1.025)  0.108
H (1.490, -1.488, -3.842)  0.099
H (-2.915, 1.008, -0.456)  0.063
H (1.938, -0.636, -2.359)  0.098
H (-0.488, -0.089, -5.098)  0.123
C (-1.133, -0.463, 2.117)  -0.238
H (-3.482, -1.128, 0.652)  0.079
H (-1.784, 0.721, 3.756)  0.097
H (0.738, 0.286, 4.278)  0.104
C (-1.440, -1.526, 1.212)  -0.305
H (-3.371, 2.157, -1.734)  0.094
C (2.243, -2.025, 1.704)  0.007
C (-1.713, 0.890, -2.197)  -0.286
F (1.215, 1.277, 0.007)  -0.326
C (-0.104, -3.547, 0.270)  -0.010
H (2.683, -2.061, 0.707)  0.095
C (-2.818, -1.973, 0.838)  -0.010
F (2.611, 3.233, 0.521)  0.230
C (-0.759, 0.125, -4.075)  -0.002
H (-2.809, -2.595, -0.054)  0.083
H (-3.099, 0.019, 2.799)  0.092
C (0.988, 0.506, 3.238)  0.001
H (-2.190, 1.406, 2.193)  0.099
N (-0.696, 0.082, -1.785)  -0.041
C (-2.537, 1.662, -1.243)  -0.012
H (-0.955, -3.763, -0.372)  0.083
H (2.865, -1.386, 2.324)  0.085
Ru (-0.037, -0.194, 0.139)  1.381